Entry from OMol25: a 2-piece molecular cluster, C4H10O2 overall (ωB97M-V/def2-TZVPD).

As for the largest force on an atom: 0.51 eV/Å. For the HOMO energy, the calculation gives -8.618 eV. As for the multiplicity: 1. As for the charge: 0. The LUMO energy is 1.009 eV. The orbital gap is 9.63 eV.

Last column: Löwdin charge in e.
Geometry (Å):
1 C 1.743 1.252 -0.259  -0.0527
2 O 0.990 0.164 0.320  -0.2018
3 C 0.833 -0.871 -0.478  -0.1272
4 C -0.005 -1.893 0.240  -0.1241
5 C -1.618 0.442 -1.081  -0.1731
6 O -1.390 1.457 -0.131  -0.1142
7 H 2.556 0.835 -0.858  0.0880
8 H 1.061 1.844 -0.880  0.0908
9 H 2.116 1.855 0.574  0.0952
10 H -0.675 0.023 -1.491  0.0485
11 H 0.716 -2.636 0.604  0.0819
12 H -0.649 -2.417 -0.474  0.0750
13 H -0.597 -1.530 1.091  0.0799
14 H -2.151 0.886 -1.921  0.0889
15 H -2.213 -0.388 -0.669  0.0849
16 H -0.800 1.093 0.545  0.0600